<A>
{
  "formula": "H10O5",
  "method": "wB97M-V/def2-TZVPD",
  "species": ["O", "H", "H", "O", "H", "H", "O", "H", "H", "O", "H", "H", "O", "H", "H"],
  "positions_angstrom": [[-1.433, 0.720, -2.446], [-1.464, 0.761, -3.372], [-0.506, 1.000, -2.212], [0.059, -1.223, 3.275], [0.982, -1.193, 3.187], [-0.161, -1.700, 2.501], [0.231, -1.147, -0.010], [0.409, -0.416, -0.568], [-0.338, -1.638, -0.575], [-1.020, 0.780, 1.363], [-0.440, 1.127, 2.039], [-0.461, 0.166, 0.887], [0.999, 1.070, -1.453], [1.635, 1.283, -0.731], [1.506, 0.404, -1.885]],
  "e_homo_ev": -10.369,
  "e_lumo_ev": -0.04,
  "smiles": "O.O.O.O.O"
}



<B>
{
  "formula": "H10O5",
  "method": "wB97M-V/def2-TZVPD",
  "species": ["O", "H", "H", "O", "H", "H", "O", "H", "H", "O", "H", "H", "O", "H", "H"],
  "positions_angstrom": [[-2.049, -1.933, 1.786], [-2.989, -1.926, 1.966], [-1.889, -1.116, 1.314], [2.349, 1.131, 1.064], [2.043, 2.035, 0.998], [2.929, 1.128, 1.826], [2.177, -0.757, -3.082], [1.515, -0.862, -2.399], [1.694, -0.857, -3.902], [-2.162, 0.695, 0.686], [-2.345, 1.553, 1.069], [-2.529, 0.743, -0.197], [0.476, -0.195, -0.671], [1.130, 0.336, -0.217], [-0.351, 0.023, -0.240]],
  "e_homo_ev": -10.632,
  "e_lumo_ev": 0.10,
  "smiles": "O.O.O.O.O"
}



<C>
{
  "formula": "H10O5",
  "method": "wB97M-V/def2-TZVPD",
  "species": ["O", "H", "H", "O", "H", "H", "O", "H", "H", "O", "H", "H", "O", "H", "H"],
  "positions_angstrom": [[18.916, -8.049, -13.025], [19.741, -7.663, -12.731], [18.277, -7.341, -12.939], [19.627, -8.512, -14.782], [19.530, -9.462, -14.725], [19.071, -8.171, -14.081], [17.846, -9.950, -14.742], [18.203, -10.807, -14.511], [17.987, -9.877, -15.686], [20.859, -9.453, -12.397], [20.284, -8.742, -12.683], [20.310, -10.236, -12.435], [20.749, -7.344, -15.732], [20.235, -7.988, -15.244], [20.116, -6.671, -15.981]],
  "e_homo_ev": -8.188,
  "e_lumo_ev": -0.12
}



<D>
{
  "formula": "H10O5",
  "method": "wB97M-V/def2-TZVPD",
  "species": ["O", "H", "H", "O", "H", "H", "O", "H", "H", "O", "H", "H", "O", "H", "H"],
  "positions_angstrom": [[4.189, -0.124, -2.543], [3.476, 0.289, -2.055], [4.940, -0.082, -1.951], [-4.388, -0.002, 0.084], [-4.975, -0.168, 0.822], [-4.971, 0.219, -0.641], [2.936, 2.840, 3.193], [2.183, 2.338, 2.882], [3.313, 2.300, 3.888], [-2.016, -3.756, -0.735], [-2.248, -2.874, -0.443], [-2.853, -4.217, -0.792], [0.524, 1.136, -0.592], [0.064, 0.329, -0.361], [-0.173, 1.771, -0.757]],
  "e_homo_ev": -11.238,
  "e_lumo_ev": 0.31,
  "smiles": "O.O.O.O.O"
}



Which of them is the most stable, and which is the least stable? <B> and <C>, in that order.



<A>
{
  "formula": "H10O5",
  "method": "wB97M-V/def2-TZVPD",
  "species": ["O", "H", "H", "O", "H", "H", "O", "H", "H", "O", "H", "H", "O", "H", "H"],
  "positions_angstrom": [[-0.484, -0.637, 1.781], [-0.318, -0.870, 0.878], [-1.230, -0.134, 1.878], [4.232, -0.852, 0.354], [3.371, -1.218, 0.546], [4.234, -0.499, -0.625], [-3.319, -2.526, -0.897], [-3.374, -1.805, -0.336], [-2.527, -2.402, -1.459], [2.621, 1.230, -1.113], [3.093, 2.034, -0.695], [2.561, 0.511, -0.485], [-3.123, 2.733, 0.143], [-3.572, 1.848, -0.024], [-2.166, 2.586, 0.054]],
  "e_homo_ev": -11.763,
  "e_lumo_ev": -0.28,
  "smiles": "O.O.O.O.O"
}



<B>
{
  "formula": "H10O5",
  "method": "wB97M-V/def2-TZVPD",
  "species": ["O", "H", "H", "O", "H", "H", "O", "H", "H", "O", "H", "H", "O", "H", "H"],
  "positions_angstrom": [[-1.087, 9.066, 25.163], [-1.722, 8.490, 25.624], [-0.317, 8.519, 25.071], [1.143, 7.428, 25.180], [1.157, 7.014, 26.034], [0.769, 6.800, 24.545], [-1.135, 5.251, 26.065], [-1.908, 5.821, 26.121], [-1.654, 4.520, 25.757], [-0.130, 5.815, 23.552], [-0.694, 6.449, 23.133], [-0.546, 5.582, 24.395], [3.251, 8.040, 23.371], [3.971, 8.467, 23.786], [2.689, 7.922, 24.144]],
  "e_homo_ev": -10.723,
  "e_lumo_ev": -0.18,
  "smiles": "O.O.O.O.O"
}



Which of them is the most stable, and which is the least stable? <B> and <A>, in that order.